Below is C9H33N12NiO11 as an isolated structure, with properties calculated with ωB97M-V/def2-TZVPD.

The value obtained for the orbital gap (spin up / spin down) is 8.07 / 6.86 eV. The calculation puts the HOMO energy (spin up / spin down) at -11.17 / -11.17 eV. Its total charge is +1. The value obtained for the molecular weight is 544.1 g mol⁻¹. The spin multiplicity is 3.

Each line ends with the Löwdin spin population.
Positions of all 66 atoms, in Å:
Ni 17.290 20.908 -17.277  1.8351
O 19.286 24.461 -18.500  0.0049
C 19.301 23.198 -18.096  0.0062
O 18.249 22.651 -17.656  0.0536
O 20.387 22.558 -18.150  0.0000
H 18.342 24.690 -18.407  0.0001
C 16.701 24.248 -21.086  0.0000
O 17.001 25.484 -20.477  0.0000
H 15.906 24.340 -21.837  0.0000
H 17.507 23.884 -21.726  0.0000
H 16.269 23.473 -20.451  0.0000
H 16.549 26.209 -20.919  0.0000
C 18.633 24.350 -14.465  0.0000
O 18.277 25.349 -15.416  0.0000
H 19.233 24.764 -13.654  0.0000
H 17.700 24.013 -14.011  0.0000
H 19.128 23.452 -14.842  0.0000
H 19.075 25.774 -15.750  0.0000
C 23.476 24.504 -18.236  0.0000
O 24.578 25.032 -18.324  0.0000
N 22.698 24.562 -17.107  0.0000
N 22.992 23.589 -19.096  0.0000
H 22.961 25.105 -16.305  0.0000
H 21.797 24.120 -17.133  0.0000
H 22.059 23.215 -18.992  0.0000
H 23.551 23.282 -19.874  0.0000
C 15.559 26.338 -17.166  0.0000
O 14.820 27.129 -17.746  0.0000
N 16.558 25.647 -17.747  0.0000
N 15.505 26.114 -15.823  0.0000
H 17.233 25.275 -17.090  0.0000
H 16.639 25.695 -18.763  0.0000
H 16.302 25.655 -15.405  0.0000
H 14.723 26.535 -15.353  0.0000
C 14.445 22.319 -18.078  0.0040
O 15.499 21.721 -17.757  0.0217
N 14.347 23.664 -18.130  -0.0003
N 13.352 21.642 -18.398  0.0004
H 13.464 23.973 -18.490  0.0000
H 15.106 24.208 -17.744  0.0000
H 13.520 20.650 -18.335  0.0000
H 12.488 22.048 -18.706  0.0001
C 17.553 19.843 -20.377  0.0052
O 17.532 20.295 -19.205  0.0322
N 18.634 19.972 -21.137  0.0000
N 16.554 19.126 -20.899  -0.0005
H 19.476 20.472 -20.851  0.0000
H 18.562 19.693 -22.100  0.0002
H 15.715 19.128 -20.344  0.0000
H 16.594 18.636 -21.773  0.0000
C 21.343 21.585 -21.601  0.0000
O 22.119 21.242 -22.481  0.0000
N 20.408 22.567 -21.747  0.0000
N 21.285 21.005 -20.371  0.0000
H 20.006 23.029 -20.949  0.0000
H 20.516 23.093 -22.601  0.0000
H 21.805 20.158 -20.225  0.0000
H 20.994 21.676 -19.672  0.0000
C 20.040 19.403 -16.617  0.0049
O 18.905 19.930 -16.603  0.0295
N 21.109 19.952 -17.161  0.0007
N 20.210 18.199 -16.022  0.0017
H 21.921 19.413 -17.400  0.0000
H 20.892 20.855 -17.588  0.0000
H 21.085 17.708 -16.039  0.0003
H 19.454 17.878 -15.443  0.0000

Cartesian forces (eV/Å) of the 6 atoms listed first:
1.388 1.077 -1.856
-0.945 -0.123 0.158
1.416 -3.029 0.690
-1.361 0.931 0.206
-0.219 1.030 -0.358
0.421 0.511 -0.397


Below is C4H9NO as an isolated structure, with properties calculated with ωB97M-V/def2-TZVPD.

The value obtained for the orbital gap is 8.47 eV. The calculation puts the HOMO energy at -7.41 eV. The value obtained for the molecular weight is 87.1 g mol⁻¹.

Each line ends with the natural charge from an NBO analysis.
Positions of all 15 atoms, in Å:
C 1.032 -0.743 1.455  -0.3250
N 0.422 -0.562 0.306  -0.2236
C 0.862 0.201 -0.879  -0.2235
C -0.591 0.059 -1.425  0.0624
O -1.278 1.254 -1.705  -0.7053
C -0.852 -0.627 -0.122  -0.1955
H 2.055 -0.414 1.569  0.2027
H -0.383 0.757 1.971  -0.0212
H 0.543 -1.343 2.211  0.2039
H 1.657 -0.292 -1.443  0.2076
H 1.148 1.221 -0.603  0.2077
H -0.668 -0.543 -2.335  0.1753
H -1.420 1.697 -0.856  0.4673
H -0.987 0.791 1.492  -0.0452
H -1.643 -1.229 0.307  0.2126

Cartesian forces (eV/Å) of the 6 atoms listed first:
0.120 -0.299 -0.166
-0.068 0.109 0.225
0.178 0.111 -0.104
0.191 -0.319 -0.185
-0.076 0.156 0.212
0.029 -0.283 -0.040


Below is a 13-piece molecular cluster, C4H30O16 overall, with properties calculated with ωB97M-V/def2-TZVPD.

The value obtained for the orbital gap is 9.91 eV. The calculation puts the HOMO energy at -9.83 eV. The value obtained for the molecular weight is 334.3 g mol⁻¹.

Each line ends with the natural charge from an NBO analysis.
Positions of all 50 atoms, in Å:
O -0.944 2.235 -0.093  -0.6600
C -0.115 1.327 -0.379  0.8335
O 0.143 0.973 -1.673  -0.7637
C 0.750 0.623 0.550  -0.5399
C 0.682 -0.922 0.395  -0.5542
C -0.645 -1.278 1.039  0.8028
O -1.695 -0.440 0.567  -0.8017
O -0.839 -1.989 1.959  -0.5248
H -0.421 1.503 -2.340  0.5375
H 0.304 0.727 1.624  0.2542
H 1.761 1.149 0.414  0.2631
H 1.526 -1.434 1.002  0.2379
H 1.133 -1.128 -0.685  0.2775
H -2.372 -0.073 1.168  0.5349
H 2.021 -1.879 -2.472  0.5007
H 3.483 -2.087 -2.336  0.4626
O 2.810 -1.929 -1.744  -1.0132
H -1.284 0.266 3.426  0.4963
H -2.235 1.416 3.776  0.4719
O -1.890 0.891 3.067  -0.9971
H -3.277 -0.659 -3.180  0.4797
H -2.237 -1.537 -3.865  0.4671
O -2.823 -0.882 -3.924  -0.9402
H -4.510 -1.286 -0.300  0.4831
H -3.142 -1.609 -0.842  0.4969
O -4.045 -1.258 -1.141  -0.9692
H -3.091 0.419 -1.749  0.4763
H -2.382 1.533 -1.174  0.4964
O -2.388 1.043 -1.967  -0.9876
H 2.852 -0.788 2.281  0.5044
H 3.138 0.003 3.385  0.4682
O 2.377 -0.231 2.941  -0.9714
H 2.689 -2.259 0.511  0.5134
H 4.042 -2.533 1.110  0.4860
O 3.130 -2.364 1.465  -0.9684
H -1.563 2.792 -3.709  0.4778
H -1.732 1.246 -3.862  0.5278
O -1.042 2.053 -3.802  -0.9600
H 1.510 2.372 3.369  0.4692
H -0.002 2.565 3.204  0.4832
O 0.809 2.962 3.466  -0.9515
H 4.158 2.516 -0.430  0.4832
H 3.200 1.251 -0.615  0.4761
O 3.889 1.634 -0.072  -0.9511
H 1.578 -1.359 -4.721  0.5059
H 0.862 -0.737 -3.489  0.5040
O 1.348 -1.471 -3.780  -0.9462
H 0.858 -0.808 3.786  0.5233
H -0.430 -1.411 4.436  0.4762
O -0.148 -0.809 3.814  -0.9714

Cartesian forces (eV/Å) of the 6 atoms listed first:
2.575 -2.439 -0.646
-2.833 3.045 -1.874
-0.088 0.772 0.722
0.387 -0.253 3.090
3.433 -0.119 -1.273
-1.868 1.219 -0.864


Below is an isolated ion of composition C4H12N3 and charge +1, with properties calculated with ωB97M-V/def2-TZVPD.

The value obtained for the orbital gap is 10.66 eV. The SMILES is C=C[C@@](C)([NH3+])NN. The calculation puts the HOMO energy at -13.92 eV. Its total charge is +1. The value obtained for the molecular weight is 102.2 g mol⁻¹.

Each line ends with the natural charge from an NBO analysis.
Positions of all 19 atoms, in Å:
C 2.353 0.507 -0.783  -0.3540
C 1.499 1.030 0.046  -0.2351
C 0.080 0.176 0.196  0.3226
C 0.361 -0.869 1.202  -0.6804
N -1.207 1.105 0.693  -0.7426
N -0.400 -0.525 -0.970  -0.4973
N -1.781 -1.002 -0.798  -0.7172
H 3.463 0.783 -0.965  0.2527
H 1.946 -0.281 -1.493  0.2101
H 1.621 1.947 0.628  0.2359
H 0.622 -0.576 2.262  0.2477
H 1.084 -1.522 0.856  0.2656
H -0.550 -1.526 1.065  0.2296
H -1.560 0.548 1.428  0.4332
H -1.174 2.073 0.999  0.4382
H -1.973 1.115 -0.065  0.4511
H -0.277 -0.148 -1.839  0.3808
H -2.424 -0.846 -1.577  0.3804
H -1.681 -1.989 -0.886  0.3787

Cartesian forces (eV/Å) of the 6 atoms listed first:
2.058 -1.043 -2.618
-3.288 -0.169 0.162
1.842 2.233 -1.306
-3.105 -0.382 2.178
-0.489 0.127 -2.288
-1.298 -0.597 2.061


Below is C24H33AsBF2N5Ru as an isolated structure, with properties calculated with ωB97M-V/def2-TZVPD.

The value obtained for the orbital gap is 5.82 eV. The calculation puts the HOMO energy at -13.81 eV. Its total charge is +2. The value obtained for the molecular weight is 616.4 g mol⁻¹.

Each line ends with the natural charge from an NBO analysis.
Positions of all 67 atoms, in Å:
Ru -0.597 -0.463 -0.575  0.3199
C 1.688 -2.603 1.068  -0.7074
C 1.879 -2.026 -0.285  0.4819
N 0.905 -1.592 -1.118  -0.4700
C 1.523 -1.227 -2.321  -0.0938
C 2.844 -1.441 -2.196  -0.0377
N 3.050 -1.928 -0.919  -0.3141
C 4.382 -2.184 -0.323  -0.0379
N 4.721 -1.156 0.590  -0.2348
N 4.374 -1.277 1.907  -0.0380
N 4.667 -0.209 2.518  -0.1804
C 5.232 0.682 1.625  0.0957
C 5.715 1.979 1.825  -0.1874
C 6.213 2.630 0.721  -0.2130
C 6.243 2.014 -0.548  -0.1632
C 5.775 0.735 -0.757  -0.2541
C 5.268 0.083 0.369  0.0797
H 0.668 -2.956 1.182  0.2591
H 1.941 -1.888 1.854  0.2847
H 2.360 -3.449 1.207  0.2735
H 0.958 -0.915 -3.184  0.2487
H 3.654 -1.306 -2.892  0.2612
H 5.091 -2.213 -1.148  0.2425
H 4.371 -3.147 0.181  0.2555
H 5.700 2.433 2.805  0.2479
H 6.607 3.631 0.821  0.2394
H 6.660 2.563 -1.382  0.2355
H 5.826 0.272 -1.734  0.2196
C -3.602 -0.780 -2.767  -0.9416
As -2.931 -0.928 -0.966  1.2360
C -3.671 -2.563 -0.268  -0.9311
C -3.721 0.624 -0.019  -0.6854
C -5.104 0.281 0.447  -0.1138
C -5.294 -0.370 1.665  -0.1664
C -6.575 -0.665 2.102  -0.2031
C -7.673 -0.314 1.324  -0.1750
C -7.488 0.330 0.109  -0.1845
C -6.206 0.626 -0.332  -0.2081
H -4.689 -0.756 -2.672  0.2709
H -3.306 -1.642 -3.361  0.2669
H -3.249 0.136 -3.235  0.2566
H -4.730 -2.369 -0.089  0.2799
H -3.182 -2.856 0.652  0.2727
H -3.554 -3.338 -1.023  0.2651
H -3.727 1.416 -0.772  0.2537
H -3.079 0.945 0.804  0.2491
H -4.444 -0.636 2.284  0.2030
H -6.718 -1.159 3.052  0.2372
H -8.672 -0.535 1.672  0.2405
H -8.341 0.613 -0.493  0.2388
H -6.070 1.146 -1.274  0.2155
F -0.506 0.021 2.367  -0.4789
B -0.815 -0.829 1.415  1.1663
F -1.276 -2.021 1.777  -0.5053
C 0.671 3.653 -0.209  -0.5952
C 0.534 2.179 0.201  -0.2713
C 1.908 1.562 0.443  -0.6159
C -0.216 1.453 -0.903  -0.4186
H 1.218 4.198 0.559  0.2430
H -0.301 4.133 -0.331  0.2228
H 1.222 3.748 -1.146  0.2141
H -0.052 2.138 1.122  0.2275
H 2.547 1.671 -0.439  0.2191
H 1.852 0.496 0.693  0.1811
H 2.412 2.047 1.278  0.2536
H 0.343 1.467 -1.853  0.2308
H -1.232 1.837 -1.104  0.2373

Cartesian forces (eV/Å) of the 6 atoms listed first:
-0.230 0.437 0.121
0.031 0.031 0.048
-0.097 -0.063 -0.059
0.338 0.174 0.203
-0.183 -0.202 -0.142
-0.027 0.109 0.030


Below is C3H6F2N2 as an isolated structure, with properties calculated with ωB97M-V/def2-TZVPD.

The value obtained for the orbital gap (spin up / spin down) is 9.25 / 9.25 eV. The calculation puts the HOMO energy (spin up / spin down) at -9.75 / -9.75 eV. The value obtained for the molecular weight is 108.1 g mol⁻¹.

Each line ends with the natural charge from an NBO analysis.
Positions of all 13 atoms, in Å:
C -0.431 0.483 -0.004  0.1406
C 1.984 0.158 -0.089  -0.6117
C 0.668 -0.452 -0.066  -0.4881
N -2.668 0.711 -0.458  0.1402
N -1.645 0.188 -0.056  0.1310
F -3.811 0.432 0.261  -0.2151
F -1.863 -1.483 -0.003  -0.5179
H -0.360 1.468 0.542  0.2291
H 2.112 0.954 -0.811  0.2210
H 2.652 -0.771 -0.141  0.2344
H 2.322 0.617 0.985  0.2059
H 0.579 -1.112 0.836  0.2722
H 0.463 -1.192 -0.994  0.2583

Cartesian forces (eV/Å) of the 6 atoms listed first:
0.321 2.242 2.568
3.432 -0.250 3.081
-1.833 -3.099 -1.486
-0.339 1.640 -1.590
-2.587 -1.777 -0.155
0.603 -0.494 0.691